Record 1
Formula: C3H7N2O
Source: the Open Molecules 2025 dataset
Level of theory: ωB97M-V/def2-TZVPD

Calculated values
**HOMO**: -15.06 eV
**Kohn-Sham gap**: 10.774 eV
**Energy relative to the best compared isomer or geometry (same formula, charge and spin)**: 169.1 kJ/mol
**Calculated total energy**: -8244.3860 eV

```
! RIJCOSX wB97M-V def2-TZVPD def2/J DEFGRID3
* xyz 1 1
C -1.2992 0.5123 0.1328
C 0.5837 0.7247 -0.1126
C -1.7886 -0.8534 -0.2046
N 1.4037 -0.2994 -0.0182
N 1.0925 1.9368 -0.1232
O -1.8309 1.5327 0.2775
H -2.8363 -0.7804 -0.3062
H -1.3478 -1.3513 0.7085
H -1.3590 -1.3190 -1.1046
H 1.1198 -1.2622 0.0736
H 2.3617 -0.1570 0.0240
H 0.4834 2.8196 -0.3314
H 2.0350 1.8403 -0.4800
*
```

Löwdin atomic charge list, values in e, 4 entries:
1 C -0.27
2 C -0.21
3 C 0.01
4 N 0.20

Record 2
Formula: C18H36BO3
Source: the Open Molecules 2025 dataset
Level of theory: ωB97M-V/def2-TZVPD

Calculated values
**HOMO**: -3.60 eV
**Kohn-Sham gap**: 6.604 eV
**Calculated total energy**: -26068.1207 eV

```
! RIJCOSX wB97M-V def2-TZVPD def2/J DEFGRID3
* xyz -1 1
C 4.3681 2.5245 1.3088
C 3.5385 2.3280 0.0169
C 2.0158 2.1945 0.2782
C 1.6664 0.9905 1.2015
C 1.6103 -0.3369 0.3728
C 2.2537 -1.4492 1.2252
C 2.5492 -2.7641 0.4513
C 1.2739 -3.3745 -0.2189
C 1.1429 -2.9099 -1.7167
C -0.3321 -2.7029 -2.1830
C -0.5560 -1.2164 -2.5848
C -1.9371 -0.6234 -2.1799
C -2.3915 -0.9653 -0.7291
C -2.7918 0.2508 0.1737
C -3.3986 1.5077 -0.4874
C -2.2350 2.5563 -0.5677
C -2.0368 3.4143 0.7314
O -2.6214 3.9123 -0.5373
C -3.9782 -0.3570 1.0555
O -3.7519 0.0362 2.4236
B -2.3077 0.3310 2.4568
O -1.7291 0.4225 1.0868
H 5.2794 3.1147 1.1310
H 4.6857 1.5427 1.6848
H 3.7741 3.0193 2.0914
H 3.6938 3.1211 -0.7298
H 3.8539 1.3722 -0.4378
H 1.5361 2.0109 -0.6971
H 1.6262 3.1365 0.6966
H 0.6989 1.2109 1.6703
H 2.4500 0.8571 1.9598
H 2.1828 -0.1416 -0.5527
H 0.5799 -0.5782 0.0883
H 1.5629 -1.6804 2.0544
H 3.2054 -1.1026 1.6573
H 3.3049 -2.5167 -0.3174
H 3.0080 -3.5071 1.1251
H 0.4158 -2.9814 0.3449
H 1.3259 -4.4715 -0.2236
H 1.6486 -3.6846 -2.3178
H 1.7387 -1.9954 -1.8149
H -1.0553 -3.0867 -1.4553
H -0.4617 -3.3088 -3.0960
H 0.2198 -0.5289 -2.2266
H -0.5061 -1.1711 -3.6882
H -1.8859 0.4598 -2.3768
H -2.6950 -0.9949 -2.8934
H -3.2537 -1.6447 -0.8251
H -1.6243 -1.5342 -0.1897
H -3.7400 1.3566 -1.5202
H -4.1368 2.0129 0.1466
H -1.3333 2.2692 -1.1235
H -0.9543 3.3079 0.7340
H -2.7429 2.9479 1.4128
H -3.9828 -1.4640 1.1408
H -4.9911 0.0086 0.8085
H -1.6496 -0.5025 3.0756
H -2.1299 1.3784 3.0859
*
```

Löwdin atomic charge list, values in e, 4 entries:
1 C -0.12
2 C -0.26
3 C -0.22
4 C -0.18

Record 3
Formula: C5H11O
Source: the Open Molecules 2025 dataset
Level of theory: ωB97M-V/def2-TZVPD

Calculated values
**HOMO**: -2.43 eV
**Kohn-Sham gap**: 6.498 eV
**SMILES**: CC(C)CC[O-]
**Energy relative to the best compared isomer or geometry (same formula, charge and spin)**: 115.3 kJ/mol
**Calculated total energy**: -7409.2035 eV

```
! RIJCOSX wB97M-V def2-TZVPD def2/J DEFGRID3
* xyz -1 1
C 1.0045 -0.9071 -1.5197
C 0.5659 -0.2814 -0.2376
C 1.0778 1.0672 0.1124
C -1.0528 -0.4207 0.0192
C -1.5170 0.2258 1.3729
O -0.9685 -0.3949 2.4168
H 2.0440 -0.5883 -1.7694
H 0.2961 -0.5212 -2.2745
H 0.8517 -1.9404 -1.2860
H 0.7583 -0.8598 0.6897
H 0.7199 1.9292 -0.5098
H 0.7442 1.3194 1.1721
H 2.2585 1.1697 0.0684
H -1.2397 -1.5636 0.1008
H -1.4454 0.1545 -0.7547
H -1.4497 1.4219 1.2929
H -2.6479 0.1896 1.1064
*
```

Löwdin atomic charge list, values in e, 4 entries:
1 C -0.11
2 C -0.50
3 C -0.15
4 C -0.18

Record 4
Formula: H4O2
Source: the Open Molecules 2025 dataset
Level of theory: ωB97M-V/def2-TZVPD

Calculated values
**HOMO**: -11.15 eV
**Kohn-Sham gap**: 11.822 eV
**SMILES**: O.O
**Energy relative to the best compared isomer or geometry (same formula, charge and spin)**: 17.6 kJ/mol
**Calculated total energy**: -4159.7563 eV

```
! RIJCOSX wB97M-V def2-TZVPD def2/J DEFGRID3
* xyz 0 1
O -0.7012 -0.8911 -0.8413
H -1.3125 -0.6700 -0.1409
H -1.2738 -1.2811 -1.5509
O 0.8577 0.8628 0.9606
H 0.4308 0.4228 0.1536
H 0.9037 1.7544 0.5840
*
```

Löwdin atomic charge list, values in e, 4 entries:
1 O -0.07
2 H 0.04
3 H 0.08
4 O -0.10

Record 5
Formula: C4H7NO
Source: the Open Molecules 2025 dataset
Level of theory: ωB97M-V/def2-TZVPD

Calculated values
**HOMO**: -8.36 eV
**Kohn-Sham gap**: 9.145 eV
**Energy relative to the best compared isomer or geometry (same formula, charge and spin)**: 502.7 kJ/mol
**Calculated total energy**: -7794.4339 eV

```
! RIJCOSX wB97M-V def2-TZVPD def2/J DEFGRID3
* xyz 0 1
O -0.2071 1.9933 0.8422
N 0.2647 0.6708 0.9317
C -0.5849 -0.1199 0.1356
C -1.6184 0.1802 -0.6474
C 1.4732 -0.2824 -0.2104
C 0.3491 -1.2649 0.0240
H -0.1288 2.3672 1.7367
H -1.9456 -0.5854 -1.3436
H -2.1123 1.1437 -0.6618
H 2.4976 -0.6673 -0.0101
H 1.4301 0.2854 -1.1431
H 0.0609 -2.0460 -0.6791
H 0.5215 -1.6746 1.0252
*
```

Löwdin atomic charge list, values in e, 4 entries:
1 O -0.05
2 N -0.03
3 C -0.45
4 C 0.05

Record 6
Formula: C8H11CdF12N3O9S4
Source: the Open Molecules 2025 dataset
Level of theory: ωB97M-V/def2-TZVPD

Calculated values
**HOMO**: -11.21 eV
**Kohn-Sham gap**: 11.023 eV
**Calculated total energy**: -111884.4194 eV

```
! RIJCOSX wB97M-V def2-TZVPD def2/J DEFGRID3
* xyz 0 1
Cd 7.8820 8.7041 7.1810
C 11.6420 9.0128 4.7071
F 12.0340 9.8648 3.7341
F 12.1261 7.7679 4.4171
F 12.0092 9.3296 6.0010
S 9.7026 8.9747 4.6914
O 9.3574 9.2768 3.3340
O 9.3248 7.6480 5.1775
N 9.1147 9.9916 5.8019
S 8.6771 11.5304 5.4428
O 9.2058 12.1828 4.2923
O 7.2850 11.7315 5.7468
C 9.5713 12.3175 6.9385
F 9.1219 11.7322 8.0171
F 10.9097 12.0510 6.7796
F 9.3772 13.6265 6.9506
C 11.0207 6.0339 8.5298
F 10.5805 5.0730 7.7574
F 11.6064 5.5215 9.6313
F 11.9070 6.8560 7.9165
S 9.5735 7.1186 9.1364
O 9.5238 6.9338 10.5763
O 9.9078 8.4008 8.5603
N 8.2539 6.6925 8.3429
S 7.1407 5.7820 9.1820
O 7.3159 4.4891 9.7514
O 6.2743 6.6558 9.8842
C 6.1956 5.4506 7.5633
F 5.4139 4.4081 7.5946
F 5.5131 6.5423 7.2785
F 7.1811 5.2567 6.5556
C 5.0667 11.3290 9.4429
C 5.5858 10.0526 8.7078
C 5.2654 10.2708 7.2623
O 5.7500 9.2023 6.4513
C 5.3514 9.2154 5.0857
N 7.0652 9.9077 9.1084
H 4.1717 11.6186 8.8485
H 5.7719 12.1620 9.3590
H 4.7406 11.2586 10.4529
H 5.1920 9.0828 8.9683
H 5.6620 11.2393 6.8925
H 4.1333 10.3122 7.1205
H 5.2504 8.1676 4.7077
H 6.0544 9.7702 4.4275
H 4.3366 9.7048 5.0138
H 7.0660 9.2371 9.8795
H 7.3865 10.8196 9.3284
*
```

Löwdin atomic charge list, values in e, 4 entries:
1 Cd 1.46
2 C -0.52
3 F 0.14
4 F 0.12